No. 1
Computed, not measured: a cluster of 2 separate species, C4H15N2O in total in a non-equilibrium geometry, with ωB97M-V/def2-TZVPD.

## Properties
E_HOMO   -12.092 eV
Total energy   -345.89240 hartree
Total charge   +1
ΔE to the lowest compared entry with this formula, charge and spin   139.9 kJ/mol
Orbital gap   8.8881 eV
Strongest force on any atom   1.80 eV/Å

Last columns: bonded neighbours and bond lengths (Å).
Element x y z (Å)
1 N 0.01680 -1.84981 0.29453  C2 1.558, H7 1.049, H8 1.019, H9 1.016
2 C -0.62945 -0.53372 0.82090  N1 1.558, C3 1.548, C4 1.547, H10 1.085
3 C -2.13301 -0.65195 0.47281  C2 1.548, H11 1.098, H12 1.082, H13 1.084
4 C 0.13390 0.61894 0.12657  C2 1.547, N5 1.444, H14 1.093, H15 1.099
5 N -0.69286 1.64193 -0.46827  C4 1.444, C6 1.442, H16 1.003
6 C 0.07733 2.70856 -1.05906  N5 1.442, H17 1.087, H18 1.087, H19 1.108
7 H 1.06135 -1.77501 0.34935  N1 1.049
8 H -0.11883 -2.63945 0.92409  N1 1.019
9 H -0.38709 -1.98388 -0.62783  N1 1.016
10 H -0.50139 -0.59715 1.89664  C2 1.085
11 H -2.20297 -1.13526 -0.51110  C3 1.098
12 H -2.59739 0.30661 0.27986  C3 1.082
13 H -2.61087 -1.27475 1.22019  C3 1.084
14 H 0.69393 1.10875 0.92674  C4 1.093
15 H 0.88007 0.21192 -0.57050  C4 1.099
16 H -1.48592 1.29841 -0.97746  N5 1.003
17 H -0.51783 3.60531 -1.21181  C6 1.087
18 H 0.98854 2.86405 -0.48718  C6 1.087
19 H 0.46921 2.49582 -2.07344  C6 1.108
20 H 3.45215 -1.81244 -0.46510  O22 0.961
21 H 3.26911 -1.18542 0.98077  O22 0.959
22 O 2.83522 -1.42145 0.15931  H20 0.961, H21 0.959

=====

No. 2
Computed, not measured: a cluster of 3 separate species, C4H15N2O2 in total, with ωB97M-V/def2-TZVPD.

## Properties
E_HOMO   -12.591 eV
Total energy   -421.17297 hartree
Total charge   +1
ΔE to the lowest compared entry with this formula, charge and spin   53.8 kJ/mol
Orbital gap   9.8372 eV
Strongest force on any atom   0.43 eV/Å

Last columns: bonded neighbours and bond lengths (Å).
Element x y z (Å)
1 C 0.90215 0.65450 0.92404  C2 1.530, N6 1.519, H7 1.085, H8 1.085
2 C 0.96567 -0.84004 0.60132  C1 1.530, C3 1.503, H9 1.095, H10 1.085
3 C 0.20373 -1.15955 -0.65415  C2 1.503, C4 1.327, N5 1.419
4 C -1.06738 -1.54089 -0.66227  C3 1.327, H11 1.080, H12 1.081
5 N 0.93001 -0.83513 -1.82924  C3 1.419, H13 1.013, H14 1.015
6 N 1.36869 1.48004 -0.26273  C1 1.519, H15 1.043, H16 1.018, H17 1.017
7 H -0.12477 0.95554 1.10048  C1 1.085
8 H 1.50643 0.92029 1.78528  C1 1.085
9 H 2.01005 -1.16505 0.55603  C2 1.095
10 H 0.51203 -1.34207 1.44992  C2 1.085
11 H -1.59847 -1.74756 -1.58015  C4 1.080
12 H -1.60098 -1.65662 0.27015  C4 1.081
13 H 0.43099 -1.02793 -2.68947  N5 1.013
14 H 1.83847 -1.28504 -1.86959  N5 1.015
15 H 1.16729 0.92997 -1.12621  N6 1.043
16 H 0.83856 2.34707 -0.32284  N6 1.018
17 H 2.37104 1.64812 -0.23281  N6 1.017
18 H -1.68785 1.04243 -1.11786  O20 0.969
19 H -1.87993 2.53048 -1.47856  O20 0.968
20 O -1.22749 1.89410 -1.15289  H18 0.969, H19 0.968
21 H -2.19610 0.12313 3.13022  O23 0.966
22 H -1.62113 -1.27127 3.23103  O23 0.964
23 O -1.56517 -0.46798 2.70041  H21 0.966, H22 0.964

=====

No. 3
Computed, not measured: a cluster of 2 separate species, C4H15N2O2 in total in a non-equilibrium geometry, with ωB97M-V/def2-TZVPD.

## Properties
E_HOMO   -13.539 eV
Total energy   -421.16838 hartree
Total charge   +1
ΔE to the lowest compared entry with this formula, charge and spin   65.8 kJ/mol
Orbital gap   10.6544 eV
Strongest force on any atom   1.70 eV/Å

Last columns: bonded neighbours and bond lengths (Å).
Element x y z (Å)
1 N -0.83019 0.25476 1.56345  C2 1.481, H8 1.033, H9 1.029, H10 1.025
2 C 0.31634 -0.50138 1.00904  N1 1.481, C3 1.531, C6 1.528, H11 1.088
3 C 0.78471 0.28652 -0.21688  C2 1.531, C4 1.545, O5 1.428, H12 1.093
4 C 1.48420 1.63105 0.08091  C3 1.545, H13 1.089, H14 1.091, H15 1.085
5 O -0.40780 0.44045 -0.98747  C3 1.428, H16 0.980
6 C -0.18279 -1.89557 0.63431  C2 1.528, N7 1.469, H17 1.090, H18 1.084
7 N -0.66494 -2.51103 1.87825  C6 1.469, H19 1.020, H20 1.015
8 H -1.54010 0.44309 0.83761  N1 1.033
9 H -1.22748 -0.19469 2.39942  N1 1.029
10 H -0.59313 1.20431 1.86927  N1 1.025
11 H 1.12727 -0.55733 1.73232  C2 1.088
12 H 1.43212 -0.33463 -0.84045  C3 1.093
13 H 1.27862 1.99860 1.08495  C4 1.089
14 H 2.54416 1.38014 0.01549  C4 1.091
15 H 1.24677 2.34383 -0.70131  C4 1.085
16 H -0.44665 1.17312 -1.63709  O5 0.980
17 H 0.62413 -2.43186 0.13525  C6 1.090
18 H -1.01707 -1.83658 -0.05513  C6 1.084
19 H 0.07481 -2.90682 2.45766  N7 1.020
20 H -1.41343 -3.16774 1.67937  N7 1.015
21 H -0.00513 1.09141 -3.89688  O23 0.973
22 H -0.67593 2.46332 -3.90652  O23 0.945
23 O -0.26836 1.83605 -3.32912  H21 0.973, H22 0.945

=====

Copy entry 2 word for word.
Computed, not measured: a cluster of 3 separate species, C4H15N2O2 in total, with ωB97M-V/def2-TZVPD.

## Properties
E_HOMO   -12.591 eV
Total energy   -421.17297 hartree
Total charge   +1
ΔE to the lowest compared entry with this formula, charge and spin   53.8 kJ/mol
Orbital gap   9.8372 eV
Strongest force on any atom   0.43 eV/Å

Last columns: bonded neighbours and bond lengths (Å).
Element x y z (Å)
1 C 0.90215 0.65450 0.92404  C2 1.530, N6 1.519, H7 1.085, H8 1.085
2 C 0.96567 -0.84004 0.60132  C1 1.530, C3 1.503, H9 1.095, H10 1.085
3 C 0.20373 -1.15955 -0.65415  C2 1.503, C4 1.327, N5 1.419
4 C -1.06738 -1.54089 -0.66227  C3 1.327, H11 1.080, H12 1.081
5 N 0.93001 -0.83513 -1.82924  C3 1.419, H13 1.013, H14 1.015
6 N 1.36869 1.48004 -0.26273  C1 1.519, H15 1.043, H16 1.018, H17 1.017
7 H -0.12477 0.95554 1.10048  C1 1.085
8 H 1.50643 0.92029 1.78528  C1 1.085
9 H 2.01005 -1.16505 0.55603  C2 1.095
10 H 0.51203 -1.34207 1.44992  C2 1.085
11 H -1.59847 -1.74756 -1.58015  C4 1.080
12 H -1.60098 -1.65662 0.27015  C4 1.081
13 H 0.43099 -1.02793 -2.68947  N5 1.013
14 H 1.83847 -1.28504 -1.86959  N5 1.015
15 H 1.16729 0.92997 -1.12621  N6 1.043
16 H 0.83856 2.34707 -0.32284  N6 1.018
17 H 2.37104 1.64812 -0.23281  N6 1.017
18 H -1.68785 1.04243 -1.11786  O20 0.969
19 H -1.87993 2.53048 -1.47856  O20 0.968
20 O -1.22749 1.89410 -1.15289  H18 0.969, H19 0.968
21 H -2.19610 0.12313 3.13022  O23 0.966
22 H -1.62113 -1.27127 3.23103  O23 0.964
23 O -1.56517 -0.46798 2.70041  H21 0.966, H22 0.964